Entry 1:
C4H8N2S2 | ωB97M-V with the def2-TZVPD basis set

Geometry as ORCA input:
```
! wB97M-V def2-TZVPD RIJCOSX def2/J DEFGRID3
* xyz 0 1
C 1.09996 -3.61137 -0.56673
C 1.59815 -2.09430 -0.57958
C 0.56264 1.62663 0.39453
C -2.87795 3.20904 0.85923
H 2.09191 -4.15914 -0.59959
H 0.65896 -3.77109 -1.66936
H 0.30033 -4.15296 0.13368
H 2.48294 -1.96237 -1.22592
H 1.09945 2.60469 0.25018
H 0.46001 1.26528 1.30842
H -3.42867 2.53098 0.19377
H -3.25709 4.22646 1.41658
N 0.84204 -1.06399 -0.05542
N -1.59343 3.05856 1.05110
S 1.19565 0.40502 -0.80622
S -1.23489 1.88856 -0.10467
*
```

Calculated values
highest occupied orbital energy: -0.30485 Eh
total energy: -1062.94227 Eh
energy relative to the best compared isomer or geometry (same formula, charge and spin): 402.9 kJ/mol
orbital gap: 8.858 eV
molar mass: 148.26 g mol⁻¹

Entry 2:
C21H31ClNO2P2Sm | ωB97M-V with the def2-TZVPD basis set

Geometry as ORCA input:
```
! wB97M-V def2-TZVPD RIJCOSX def2/J DEFGRID3
* xyz 2 6
C 7.04658 -1.84205 -0.09648
C 5.58074 -1.65186 0.16167
H 7.17328 -2.69428 -0.77221
H 7.58724 -2.04611 0.83709
H 7.47038 -0.94513 -0.56433
O 4.67187 -2.33887 -0.25425
Cl 5.21489 -0.22867 1.18600
Sm 0.64591 0.51183 0.52260
P 0.82817 -1.94229 1.94608
C -0.22351 -3.42091 2.08384
C 2.44690 -2.57726 2.50011
H 2.29260 -3.11999 3.44453
H 0.36779 -1.74378 4.27220
H 3.17123 -1.76424 2.64748
H 0.90804 -0.14846 3.64144
H 0.01860 -4.12682 1.28045
H 2.86564 -3.25675 1.74671
C 0.26765 -1.02391 3.44818
H -0.02412 -3.89814 3.05726
H -0.78333 -0.70829 3.37269
H -1.29072 -3.17173 2.02254
P 1.35521 1.08981 -2.13361
C 0.41344 0.90879 -3.68532
C 1.00991 2.88194 -1.81100
H 3.75801 1.47947 -1.90804
H 3.10696 2.00928 -3.49804
H 3.40231 0.26855 -3.17028
C 3.07603 1.22018 -2.73093
H 1.56496 3.24321 -0.93164
H 1.37683 3.40751 -2.70414
H 0.74606 1.69285 -4.38593
H -0.66599 1.01444 -3.51152
H -0.06401 3.08346 -1.68464
H 0.60769 -0.07712 -4.12566
C 0.24696 -1.41533 -0.77707
O -0.22371 -2.29311 -1.37791
C -4.36240 -0.13846 3.08844
C -3.83352 -1.15017 2.27937
C -2.85143 -0.84819 1.33879
C -2.38376 0.47848 1.23391
C -2.83123 1.46809 2.13107
C -3.86110 1.17018 3.01463
N -1.57185 0.86325 0.11995
C -2.28923 1.38118 -0.99615
C -2.82492 0.50070 -1.95421
C -3.66794 0.99945 -2.94424
C -3.94868 2.36742 -3.00307
C -3.39704 3.24988 -2.06951
C -2.55893 2.76335 -1.06741
H -5.16209 -0.36572 3.79367
H -4.20102 -2.17375 2.37069
H -2.46278 -1.59757 0.64285
H -2.38897 2.46649 2.06050
H -4.28166 1.95493 3.64874
H -2.59732 -0.56600 -1.86875
H -4.11158 0.31432 -3.66733
H -4.59740 2.75435 -3.78654
H -3.62107 4.31663 -2.11757
H -2.14056 3.41495 -0.29571
*
```

Calculated values
highest occupied orbital energy (spin up / spin down): -0.51362 / -0.51389 Eh
total energy: -2824.35649 Eh
energy relative to the best compared isomer or geometry (same formula, charge and spin): 0.0 kJ/mol
orbital gap (spin up / spin down): 6.418 / 7.107 eV
molar mass: 577.25 g mol⁻¹

Entry 3:
C12H30O4PPtS2Si2 | ωB97M-V with the def2-TZVPD basis set

Geometry as ORCA input:
```
! wB97M-V def2-TZVPD RIJCOSX def2/J DEFGRID3
* xyz -2 2
Pt -0.56105 0.72542 -0.72853
C -4.56847 -1.73995 1.53186
C -3.86188 -2.01935 0.21969
O -2.93839 -0.97379 -0.05774
P -1.32644 -1.31389 -0.08559
S -1.12758 2.60140 -1.74086
S -0.86341 -2.34246 1.54621
O -1.23964 -2.38457 -1.29174
C -1.51130 -1.95256 -2.64559
C -1.31535 -3.14527 -3.55099
H -5.32458 -2.50516 1.73348
H -5.05393 -0.76266 1.50148
H -3.83544 -1.74212 2.33861
H -4.57532 -2.05058 -0.61070
H -3.34821 -2.98226 0.26584
H -0.81239 -1.16260 -2.92379
H -2.54025 -1.57848 -2.69072
H -0.28027 -3.48091 -3.48855
H -1.48787 -2.84431 -4.58504
H -1.98901 -3.96339 -3.28103
C 3.73149 1.27156 1.48311
Si 2.50185 0.74001 0.12830
C 3.09520 -0.93366 -0.46306
C 2.64488 1.99852 -1.25002
C 0.77638 0.57822 0.83319
Si 0.14661 1.80086 2.08808
C -1.69436 1.64233 2.43109
C 0.50607 3.59216 1.62480
C 0.97689 1.47479 3.76233
H 4.74127 1.28825 1.05924
H 3.73003 0.56480 2.31746
H 3.51825 2.26693 1.88189
H 4.14261 -0.89753 -0.78063
H 2.47789 -1.23295 -1.31500
H 2.99830 -1.67852 0.33225
H 3.69858 2.19356 -1.47685
H 2.15766 2.93932 -0.98322
H 2.14957 1.60060 -2.13910
H 0.74443 -0.39578 1.33660
H -2.28403 1.99390 1.58230
H -1.97356 2.20545 3.32865
H -1.94466 0.58820 2.58307
H 0.04280 3.83058 0.66520
H 1.58135 3.77286 1.53475
H 0.11024 4.27312 2.38545
H 0.81137 0.43165 4.04724
H 0.54108 2.11162 4.53906
H 2.05299 1.65292 3.73900
O 0.91719 -1.37894 -5.14049
C 1.62807 -1.00317 -4.18571
O 1.29224 -0.55117 -3.06861
H 2.74210 -1.12300 -4.33669
*
```

Calculated values
highest occupied orbital energy (spin up / spin down): -0.08064 / -0.07847 Eh
total energy: -2612.42332 Eh
energy relative to the best compared isomer or geometry (same formula, charge and spin): 72.9 kJ/mol
orbital gap (spin up / spin down): 7.032 / 6.621 eV
molar mass: 584.73 g mol⁻¹

Which formula does entry 2 have?
C21H31ClNO2P2Sm